# 1
{
  "formula": "ClI2O12P2Sn5",
  "method": "ωB97M-V/def2-TZVPD",
  "symbols": ["Sn", "Sn", "Sn", "Sn", "Sn", "I", "I", "P", "O", "O", "O", "O", "P", "O", "O", "O", "O", "Cl", "O", "O", "O", "O"],
  "positions_angstrom": [[-1.9270, -1.9556, -3.3155], [-0.5509, -2.3088, 2.9052], [-4.2501, 3.9911, 0.0456], [2.6092, -0.7130, -2.5472], [0.4662, 4.1575, 4.4580], [-1.9684, 4.1818, 3.8821], [-4.2470, 1.4459, 0.0046], [3.9418, -2.8514, -5.6203], [0.7276, -1.3690, -0.3961], [4.8324, -0.5897, -3.0465], [3.2319, -2.7105, -4.1481], [-3.4235, -0.8928, -3.1962], [-1.0424, -3.3353, -0.2428], [-0.6322, -3.0825, 1.2172], [-2.3440, -1.5574, 2.6246], [-1.0727, -4.6665, -0.9323], [-2.0450, -2.4763, -1.1323], [1.6043, 2.9102, 1.7929], [2.2475, 2.5703, 3.0913], [0.3098, 3.5912, 2.3692], [2.3223, 3.9848, 1.0352], [1.2104, 1.6759, 1.1512]],
  "mulliken_charge": [0.66, 0.72, 0.71, 1.02, 0.71, -0.19, 0.26, 0.74, -0.50, -0.68, -0.21, -0.78, 0.85, -0.13, -0.71, -0.51, -0.45, 1.61, -0.68, -0.47, -0.50, -0.48],
  "e_lumo_ha": -0.2564,
  "fmax_ev_per_a": 8.14,
  "total_energy_ev": -100997.674,
  "total_charge": 1,
  "homo_energy_ev": -10.06,
  "orbital_gap_ha": 0.1131
}

# 2
{
  "formula": "ClIO2S",
  "method": "ωB97M-V/def2-TZVPD",
  "symbols": ["O", "O", "S", "Cl", "I"],
  "positions_angstrom": [[-1.2144, 0.1594, -0.9737], [-1.2498, -0.5281, 1.3962], [-1.2262, 0.5542, 0.4360], [1.7874, -0.7842, -1.3772], [1.9029, 0.5986, 0.5187]],
  "mulliken_charge": [-0.36, -0.34, 0.61, -0.18, 0.27],
  "e_lumo_ha": -0.0735,
  "fmax_ev_per_a": 2.30,
  "total_energy_ev": -35552.497,
  "homo_energy_ev": -10.34,
  "orbital_gap_ha": 0.3064
}

# 3
{
  "formula": "ClN2O10",
  "method": "ωB97M-V/def2-TZVPD",
  "symbols": ["N", "O", "O", "O", "N", "O", "O", "O", "Cl", "O", "O", "O", "O"],
  "positions_angstrom": [[-15.6222, 6.4505, 3.7359], [-15.7679, 6.8386, 4.8413], [-14.6378, 6.9067, 3.0041], [-16.6331, 5.8382, 3.4325], [-17.0624, 6.8382, -1.1130], [-16.1197, 7.6607, -1.2330], [-18.0344, 6.8556, -0.3647], [-16.9610, 5.8427, -1.6762], [-19.7949, 1.5760, 0.8600], [-18.8040, 2.6797, 0.9408], [-19.6431, 0.0836, 0.7906], [-20.3131, 1.6747, 2.1660], [-20.8700, 2.1590, 0.0813]],
  "mulliken_charge": [0.93, -0.66, -0.69, -0.59, 1.03, -0.74, -0.66, -0.64, 1.45, -0.49, -0.63, -0.68, -0.63],
  "e_lumo_ha": 0.2831,
  "fmax_ev_per_a": 9.80,
  "total_energy_ev": -35957.790,
  "total_charge": -3,
  "homo_energy_ev": 1.39,
  "orbital_gap_ha": 0.2321
}

# 4
{
  "formula": "ClNO3Pt2",
  "method": "ωB97M-V/def2-TZVPD",
  "symbols": ["Pt", "Pt", "N", "O", "O", "O", "Cl"],
  "positions_angstrom": [[1.1729, -1.2477, -4.3634], [-1.1788, -1.5369, -0.2311], [-0.2359, 0.9572, 1.6303], [-0.7443, 0.8869, 2.7089], [-0.3677, 0.1438, 0.6942], [0.4607, 1.8363, 1.3122], [0.8931, -1.0397, -1.7511]],
  "lowdin_spin": [0.98, 1.58, -0.01, 0.36, 0.22, 0.53, 0.35],
  "e_lumo_ha": [-0.4174, -0.4867],
  "multiplicity": 5,
  "fmax_ev_per_a": 5.49,
  "total_energy_ev": -26615.619,
  "total_charge": 2,
  "homo_energy_ev": [-19.13, -18.60],
  "orbital_gap_ha": [0.2856, 0.1968]
}

# 5
{
  "formula": "ClO5S2",
  "method": "ωB97M-V/def2-TZVPD",
  "symbols": ["O", "O", "O", "O", "O", "S", "S", "Cl"],
  "positions_angstrom": [[-0.4924, -2.0704, -0.2699], [0.6409, -0.7344, -2.0639], [1.8396, -1.3527, -0.1123], [-0.4937, 0.4472, 1.8764], [-2.1546, 1.5173, 0.4710], [0.5966, -1.3041, -0.7166], [-0.8096, 0.9261, 0.5427], [0.8731, 2.5711, 0.2726]],
  "mulliken_charge": [-0.39, -0.43, -0.38, -0.46, -0.54, 1.03, 0.65, -0.49],
  "e_lumo_ha": [0.0847, 0.0847],
  "fmax_ev_per_a": 5.13,
  "total_energy_ev": -44431.587,
  "total_charge": -1,
  "homo_energy_ev": [-5.41, -5.40],
  "orbital_gap_ha": [0.2833, 0.2833]
}

# 6
{
  "formula": "CoFO2S",
  "method": "ωB97M-V/def2-TZVPD",
  "symbols": ["Co", "F", "S", "O", "O"],
  "positions_angstrom": [[0.3029, -1.1023, -0.8906], [-0.5774, 2.0332, 0.6813], [-0.7253, 0.7122, 1.6028], [-0.5488, -0.4457, 0.6837], [1.5486, -1.1973, -2.0772]],
  "lowdin_spin": [2.63, 0.11, 0.61, 0.34, 1.31],
  "e_lumo_ha": [-0.1850, -0.2892],
  "multiplicity": 6,
  "fmax_ev_per_a": 2.34,
  "total_energy_ev": -55262.624,
  "total_charge": 1,
  "homo_energy_ev": [-15.73, -16.37],
  "orbital_gap_ha": [0.3931, 0.3123]
}